Record 1
The following is a DFT calculation (ωB97M-V with the def2-TZVPD basis set) of C32H48AgIO24 as an isolated structure.

```
! RIJCOSX wB97M-V def2-TZVPD def2/J DEFGRID3
* xyz 1 2
Ag -1.865 1.402 3.323
I -0.569 0.169 1.022
C 2.574 5.163 3.755
C 2.933 3.689 4.049
C 3.173 3.207 5.492
O 2.229 2.156 5.636
C 1.291 2.165 4.733
O 0.288 1.358 4.610
O 1.644 3.163 3.718
H 3.436 5.786 3.993
H 1.616 5.535 4.116
H 2.519 5.256 2.671
H 3.734 3.440 3.353
H 2.962 3.994 6.216
H 4.185 2.812 5.587
C -0.285 3.789 -0.085
C 0.106 4.560 -1.355
C -1.138 5.006 -2.193
O -1.030 6.433 -1.995
C 0.084 6.796 -1.385
O 0.345 7.996 -0.974
O 0.735 5.746 -0.941
H -1.003 4.271 0.579
H 0.539 3.334 0.465
H -0.780 2.905 -0.485
H 0.748 3.959 -2.000
H -1.934 4.434 -1.716
H -1.018 4.718 -3.237
C -3.367 -4.314 0.371
C -3.172 -5.814 0.106
C -2.017 -6.274 1.081
O -2.500 -7.544 1.493
C -3.810 -7.544 1.397
O -4.575 -8.413 1.798
O -4.274 -6.470 0.686
H -2.471 -3.695 0.410
H -3.903 -4.109 1.297
H -3.921 -3.882 -0.462
H -2.956 -6.057 -0.934
H -1.766 -5.469 1.771
H -1.054 -6.447 0.601
C 2.569 1.382 -1.700
C 3.181 1.092 -3.138
C 3.758 2.295 -3.881
O 5.105 1.856 -4.249
C 5.217 0.586 -3.971
O 6.183 -0.047 -4.354
O 4.107 0.074 -3.279
H 1.770 0.682 -1.455
H 2.000 2.302 -1.835
H 3.309 1.280 -0.905
H 2.319 0.750 -3.711
H 3.787 3.180 -3.245
H 3.174 2.593 -4.752
C 4.317 0.484 2.401
C 4.268 -0.888 3.274
C 3.000 -1.598 3.297
O 3.463 -2.984 3.368
C 4.662 -3.097 3.049
O 5.344 -4.105 2.979
O 5.154 -1.835 2.809
H 3.632 1.154 2.922
H 3.905 0.225 1.426
H 5.302 0.933 2.272
H 4.589 -0.905 4.315
H 2.296 -1.317 2.515
H 2.294 -1.414 4.106
C -0.572 -1.285 -4.812
C -0.795 0.128 -5.250
C -1.909 0.692 -4.489
O -1.430 1.896 -4.048
C -0.100 1.980 -4.276
O 0.605 2.921 -4.014
O 0.365 0.919 -4.909
H -1.379 -1.943 -5.134
H -0.301 -1.332 -3.757
H 0.236 -1.738 -5.386
H -1.105 0.054 -6.292
H -2.042 0.062 -3.609
H -2.660 0.902 -5.251
C -8.676 1.196 1.533
C -7.449 0.297 1.667
C -6.702 -0.032 0.396
O -5.478 0.731 0.527
C -5.371 1.105 1.806
O -4.393 1.596 2.389
O -6.596 1.157 2.375
H -9.583 0.708 1.175
H -8.429 2.023 0.867
H -9.106 1.589 2.454
H -7.612 -0.683 2.114
H -7.195 0.362 -0.493
H -6.642 -1.116 0.303
C 1.593 -3.877 -2.534
C 2.019 -3.898 -1.035
C 1.151 -3.107 -0.013
O 0.938 -4.055 1.050
C 1.432 -5.278 0.693
O 1.442 -6.276 1.440
O 1.717 -5.333 -0.607
H 1.976 -2.893 -2.807
H 0.546 -3.923 -2.834
H 2.153 -4.680 -3.013
H 3.080 -3.673 -0.925
H 0.212 -2.875 -0.515
H 1.619 -2.210 0.391
*
```

## Properties
Orbital gap (spin up / spin down) = 8.01 / 4.42 eV

---

Record 2
The following is a DFT calculation (ωB97M-V with the def2-TZVPD basis set) of C32H48AlAs3N8O3 as an isolated structure.

```
! RIJCOSX wB97M-V def2-TZVPD def2/J DEFGRID3
* xyz 2 1
Al 0.096 -0.135 0.235
N 4.542 -0.176 0.542
C 3.513 0.628 0.270
N 2.440 -0.108 0.035
C 2.913 -1.388 0.158
N 4.179 -1.458 0.468
C 2.086 -2.497 -0.263
C 2.491 -3.828 -0.176
N 1.792 -4.796 -0.739
C 0.726 -4.434 -1.442
C 0.298 -3.117 -1.499
N 0.946 -2.138 -0.864
H 5.499 0.065 0.753
H 3.592 1.699 0.224
H 3.391 -4.098 0.363
H 0.188 -5.216 -1.963
H -0.583 -2.859 -2.067
C 1.961 2.989 -1.305
As 0.781 2.448 0.170
C 1.815 2.771 1.805
C -0.224 4.162 0.196
C -1.649 4.254 0.768
C -1.706 3.607 2.153
C -2.653 3.619 -0.202
As -2.732 1.669 -0.465
C -3.919 1.094 0.975
C -4.083 1.800 -1.896
C -1.967 5.757 0.840
As -3.696 6.572 1.482
C -5.016 5.108 1.639
C -3.246 6.640 3.393
H 2.691 3.727 -0.973
H 1.334 3.455 -2.064
H 2.469 2.146 -1.768
H 2.591 3.516 1.625
H 2.256 1.863 2.208
H 1.122 3.161 2.548
H -0.236 4.540 -0.827
H 0.447 4.806 0.770
H -1.368 2.566 2.105
H -2.725 3.617 2.538
H -1.076 4.150 2.860
H -2.489 4.028 -1.204
H -3.663 3.902 0.094
H -4.718 1.822 1.113
H -3.358 0.982 1.900
H -4.358 0.130 0.717
H -4.634 2.732 -1.776
H -4.789 0.973 -1.840
H -3.622 1.803 -2.884
H -1.832 6.181 -0.160
H -1.224 6.245 1.479
H -5.429 4.834 0.669
H -5.830 5.527 2.231
H -4.645 4.222 2.155
H -2.328 7.208 3.535
H -3.128 5.647 3.828
H -4.045 7.159 3.921
C 0.314 -0.907 4.473
O 0.854 -1.277 3.178
C 0.459 -0.708 2.093
O -0.378 0.264 2.092
H -0.061 -1.822 4.922
H -0.480 -0.173 4.367
H 1.128 -0.506 5.069
C -4.114 -10.882 0.458
C -3.450 -9.666 1.037
C -3.146 -9.584 2.393
C -2.523 -8.468 2.924
C -2.177 -7.400 2.105
N -1.503 -6.294 2.701
C -1.506 -4.978 2.384
O -0.689 -4.184 2.817
N -2.564 -4.574 1.554
C -2.550 -3.484 0.719
C -3.442 -3.402 -0.357
C -3.311 -2.364 -1.259
C -2.318 -1.420 -1.079
N -1.522 -1.432 0.001
C -1.640 -2.433 0.878
C -2.440 -7.483 0.740
C -3.083 -8.599 0.224
H -4.668 -11.428 1.219
H -3.363 -11.557 0.042
H -4.795 -10.610 -0.348
H -3.403 -10.407 3.047
H -2.301 -8.421 3.983
H -0.865 -6.526 3.446
H -3.297 -5.254 1.413
H -4.205 -4.159 -0.493
H -3.964 -2.297 -2.118
H -2.133 -0.650 -1.813
H -0.969 -2.448 1.719
H -2.107 -6.707 0.062
H -3.287 -8.648 -0.838
*
```

## Properties
Orbital gap = 6.69 eV

---

It is found that the max |F| values, taken in the order of the records, are 7.165, 1.062 eV Å⁻¹.